This record from OMol25 describes 3 unconnected molecules or ions with the total composition C30H66N4O7P at a distorted geometry. The level of theory is wB97M-V/def2-TZVPD.

The geometry in XYZ format:
```
108
Properties=species:S:1:pos:R:3:lowdin_charge:R:1
C 5.17353 -3.34674 2.66440 -0.160
C 4.97673 -1.84797 2.92160 -0.418
P 3.18641 -1.61030 3.20814 0.994
C 2.42509 -1.96266 1.54622 -0.399
C 1.23036 -2.93730 1.72770 -0.163
N 3.04375 0.12936 3.50870 -0.079
C 1.96865 0.88703 3.33093 -0.406
N 1.89938 2.18799 3.67588 0.202
C 0.67009 2.58883 3.32479 -0.265
C 0.18065 3.97411 3.50314 -0.086
C -1.24850 4.22274 3.00764 -0.177
C -1.29785 4.87831 1.60532 -0.183
C -1.36789 3.87216 0.45419 -0.179
C -2.78540 3.37517 0.05740 -0.182
C -3.93647 3.74952 0.99237 -0.209
C -5.08556 2.72988 0.84162 -0.204
C -4.79079 1.47228 1.64943 -0.238
C -5.63037 0.27900 1.20787 -0.202
C -5.43314 -0.96817 2.08063 -0.174
C -6.74968 -1.61943 2.53560 -0.238
O -6.73601 -3.02347 2.39889 -0.190
C -6.15647 -3.68217 3.50868 -0.107
N -0.03298 1.56700 2.79550 0.138
N 0.78508 0.46825 2.79621 0.154
H 6.13278 -3.65947 3.06090 0.076
H 5.17306 -3.58683 1.60820 0.068
H 4.41231 -3.92785 3.18097 0.061
H 5.50499 -1.56855 3.82853 0.074
H 5.36230 -1.23787 2.10883 0.083
H 3.13456 -2.45088 0.88710 0.061
H 2.10803 -1.04955 1.04732 0.058
H 0.30825 -2.55179 1.29966 0.062
H 1.04151 -3.09330 2.78799 0.042
H 1.46667 -3.91257 1.32341 0.070
H 3.82580 0.60313 3.93184 0.121
H 0.22821 4.15495 4.57609 0.136
H 0.89107 4.66292 3.06138 0.129
H -1.83440 3.30567 3.01636 0.088
H -1.75973 4.89066 3.69310 0.118
H -0.36662 5.42760 1.48535 0.106
H -2.08733 5.61797 1.55565 0.111
H -0.90703 4.33181 -0.41469 0.104
H -0.74056 3.01168 0.68123 0.079
H -3.02260 3.77676 -0.92271 0.113
H -2.74827 2.29297 -0.03139 0.094
H -4.30221 4.74361 0.75568 0.114
H -3.65468 3.73819 2.04308 0.089
H -6.01837 3.16737 1.17944 0.115
H -5.16466 2.47285 -0.21338 0.114
H -4.99222 1.67489 2.70187 0.118
H -3.73103 1.21054 1.58723 0.094
H -5.37227 0.04936 0.17810 0.116
H -6.67612 0.57588 1.25125 0.111
H -4.92169 -1.74001 1.50885 0.114
H -4.80659 -0.75977 2.94743 0.100
H -6.99550 -1.33616 3.56031 0.123
H -7.55252 -1.25989 1.89719 0.117
H -6.89774 -3.87959 4.27930 0.088
H -5.32464 -3.11186 3.92124 0.081
H -5.74993 -4.62393 3.15423 0.087
H -0.97389 1.59551 2.43720 0.161
H 0.47571 -0.42616 2.45368 0.148
C 0.15810 -1.91155 -3.32656 -0.098
O 1.39268 -2.58307 -3.45450 -0.175
C 2.08753 -2.86771 -2.25866 -0.199
C 2.37433 -4.34510 -2.05084 -0.183
O 1.26147 -5.20279 -1.90226 -0.119
C 0.40250 -5.46293 -3.00324 -0.174
C 0.98995 -6.24141 -4.16456 -0.194
O 2.02352 -5.55302 -4.84256 -0.189
C 3.24443 -6.25234 -4.98420 -0.108
H 0.28051 -0.84263 -3.50502 0.058
H -0.52392 -2.30533 -4.08179 0.093
H -0.29609 -2.06873 -2.34316 0.090
H 1.55317 -2.47736 -1.38285 0.103
H 3.05878 -2.35694 -2.30846 0.129
H 2.90125 -4.41379 -1.09204 0.117
H 3.07084 -4.72067 -2.80197 0.111
H -0.08451 -4.54975 -3.34870 0.106
H -0.38791 -6.09127 -2.58552 0.130
H 0.17433 -6.40586 -4.87899 0.129
H 1.32958 -7.22247 -3.81870 0.123
H 3.38138 -7.00426 -4.20254 0.088
H 4.06058 -5.53107 -4.91431 0.085
H 3.29770 -6.73825 -5.96204 0.089
C 2.65595 2.70864 0.40412 -0.125
O 2.45037 3.55173 -0.69907 -0.188
C 3.59543 3.83427 -1.49122 -0.178
C 3.40324 3.53628 -2.96438 -0.176
O 3.14939 2.19049 -3.31603 -0.105
C 1.93342 1.58124 -2.93486 -0.184
C 0.65996 2.14129 -3.54544 -0.195
O 0.37278 3.46914 -3.14953 -0.203
C 0.16764 4.39713 -4.19929 -0.102
H 2.76140 3.30059 1.32015 0.080
H 1.77245 2.06568 0.50927 0.067
H 3.53203 2.06385 0.28541 0.091
H 4.47397 3.30113 -1.11446 0.123
H 3.80043 4.90731 -1.40795 0.130
H 4.35328 3.77611 -3.44836 0.134
H 2.66226 4.20443 -3.40617 0.109
H 1.84504 1.51543 -1.84630 0.106
H 2.02409 0.55346 -3.29651 0.117
H -0.16643 1.50981 -3.19546 0.117
H 0.70453 2.05317 -4.63534 0.129
H 0.67797 4.09812 -5.11771 0.091
H 0.56732 5.36197 -3.88367 0.087
H -0.89997 4.51539 -4.40437 0.088
```

Summary:
Kohn-Sham gap ... 8.32 eV
Calculated total energy ... -61751.6111 eV
LUMO ... -0.0940 hartree
HOMO level ... -10.88 eV
Charge ... +1


This record from OMol25 describes 3 unconnected molecules or ions with the total composition C30H67BIN2O9P2 at a distorted geometry. The level of theory is wB97M-V/def2-TZVPD.

The geometry in XYZ format:
```
112
Properties=species:S:1:pos:R:3:lowdin_charge:R:1
C 8.10064 4.74485 2.81690 -0.101
C 6.63727 5.12426 3.23047 -0.247
C 6.07935 4.20246 4.37179 -0.203
C 5.50444 2.93209 3.69594 -0.216
C 4.75615 1.97084 4.67248 -0.171
C 3.30073 1.60287 4.26245 -0.174
C 3.15995 0.43053 3.25268 -0.112
C 3.59980 0.72459 1.80027 -0.316
C 5.12562 0.45815 1.49419 -0.163
N 5.67634 -0.61101 2.31313 -0.108
C 6.67446 -1.40478 1.58897 -0.113
C 3.04675 2.06287 1.22484 -0.065
C 1.62617 1.66826 0.72639 -0.064
B 0.75842 2.70009 -0.13533 -0.390
O 0.01240 2.28523 -1.24595 0.101
C 0.68568 4.25021 0.22966 -0.130
C 2.09048 4.95857 0.04563 -0.083
C 1.91895 0.26606 0.18225 -0.138
C 1.15269 -0.46833 -0.90062 -0.160
C 1.86980 -0.11153 -2.25525 -0.778
C 3.22438 -0.84469 -2.39701 -0.147
I 0.55942 -0.41190 -3.93212 0.939
N 2.94421 -0.19313 0.80164 0.183
H 8.58119 4.11928 3.58345 0.068
H 8.06676 4.14163 1.89619 0.064
H 8.65401 5.67163 2.62672 0.069
H 6.00813 4.92764 2.34258 0.087
H 6.51452 6.19156 3.45365 0.100
H 6.88754 3.98652 5.08148 0.113
H 5.23105 4.75311 4.80810 0.112
H 6.36732 2.37448 3.29044 0.102
H 4.83138 3.26401 2.89457 0.085
H 5.30515 1.01839 4.77209 0.101
H 4.71882 2.45573 5.66070 0.113
H 2.74190 2.50714 3.96501 0.111
H 2.80398 1.25998 5.18776 0.118
H 3.64643 -0.44679 3.69754 0.120
H 2.08554 0.18936 3.20076 0.081
H 5.16555 0.08366 0.45533 0.110
H 5.72072 1.38602 1.49771 0.116
H 6.06065 -0.24861 3.17869 0.095
H 7.53748 -0.78134 1.28713 0.089
H 7.04853 -2.24430 2.19403 0.087
H 6.21883 -1.87196 0.70024 0.079
H 2.99391 2.91946 1.90170 0.100
H 3.80730 2.35951 0.48141 0.140
H 1.00090 1.46020 1.62752 0.170
H -0.91849 2.13908 -1.01334 0.131
H 0.29881 4.40761 1.25210 0.107
H -0.02616 4.75171 -0.44565 0.102
H 2.60618 4.91185 1.01770 0.062
H 2.68183 4.32881 -0.63859 0.069
H 1.99662 5.98913 -0.30504 0.080
H 0.10582 -0.16286 -0.93255 0.089
H 1.29399 -1.55366 -0.77522 0.131
H 2.12800 0.95955 -2.22756 0.077
H 3.13020 -1.93767 -2.32290 0.087
H 3.77027 -0.53913 -3.29761 0.084
H 3.85395 -0.51903 -1.54671 0.056
H 3.26068 -1.12271 0.53341 0.182
O -4.35991 -1.02444 -6.78482 -0.213
P -5.09310 -1.71953 -5.67226 0.637
O -3.99838 -2.87148 -5.24246 -0.216
C -2.80723 -2.46478 -4.57892 -0.304
C -3.07686 -2.10620 -3.12696 -0.095
O -6.12806 -2.60175 -6.59800 -0.245
C -6.56420 -2.12098 -7.87361 -0.281
C -5.82119 -2.83552 -8.98405 -0.073
O -6.04280 -1.96268 -4.34045 -0.237
C -6.92127 -3.07864 -4.15935 -0.267
C -6.23386 -4.42174 -4.05722 -0.070
H -2.34930 -1.62334 -5.10958 0.082
H -2.11154 -3.30388 -4.62628 0.120
H -3.72007 -1.22496 -3.05578 0.072
H -2.14400 -1.89284 -2.60182 0.038
H -3.59038 -2.92072 -2.61525 0.072
H -6.44453 -1.04056 -7.94769 0.105
H -7.63321 -2.33135 -7.95027 0.117
H -4.74298 -2.80651 -8.82862 0.075
H -6.04645 -2.38840 -9.95370 0.079
H -6.10696 -3.88871 -9.01388 0.076
H -7.69652 -3.08617 -4.92372 0.114
H -7.43488 -2.88410 -3.21444 0.113
H -5.82049 -4.73469 -5.01549 0.074
H -6.95113 -5.18149 -3.74132 0.085
H -5.41731 -4.39267 -3.33525 0.069
O -3.44987 0.11470 0.56297 -0.226
P -3.55974 -0.43322 1.96158 0.634
O -2.53184 -1.71953 1.87081 -0.209
C -1.14433 -1.45999 1.76153 -0.294
C -0.54438 -1.01539 3.08186 -0.064
O -5.00998 -1.18311 1.80304 -0.238
C -6.00282 -0.68425 0.89637 -0.269
C -6.03827 -1.53237 -0.35950 -0.067
O -3.67270 -0.49435 3.60503 -0.230
C -4.43548 -1.46707 4.33542 -0.258
C -3.94887 -2.89208 4.20033 -0.070
H -0.97168 -0.71313 0.97822 0.083
H -0.67080 -2.39005 1.44057 0.125
H -0.95374 -0.05017 3.39471 0.080
H 0.53770 -0.91887 2.99603 0.045
H -0.77163 -1.73017 3.87193 0.084
H -5.82775 0.36513 0.66149 0.106
H -6.96535 -0.74176 1.40805 0.120
H -5.04448 -1.65329 -0.79137 0.060
H -6.69325 -1.08839 -1.11099 0.081
H -6.40533 -2.53435 -0.12899 0.081
H -5.49384 -1.38406 4.09588 0.116
H -4.34201 -1.17048 5.38237 0.123
H -4.14654 -3.29143 3.20592 0.074
H -4.46418 -3.52842 4.92141 0.087
H -2.87567 -2.96139 4.38036 0.070
```

Summary:
Kohn-Sham gap ... 8.19 eV
Calculated total energy ... -80954.4933 eV
LUMO ... -0.1233 hartree
HOMO level ... -11.55 eV
Charge ... +1